Entry from the Open Molecules 2025 dataset: a 10-piece molecular cluster, C30H80O10 overall at a distorted geometry (the ωB97M-V functional and the def2-TZVPD basis).

Summary:
- energy above the lowest of the compared OMol25 structures with the same formula, charge and spin (kJ/mol) = 175.3
- LUMO level (eV) = 0.508
- max |F| (hartree/bohr) = 0.04014
- SMILES string = CC(C)O.CC(C)O.CC(C)O.CC(C)O.CC(C)O.CC(C)O.CC(C)O.CC(C)O.CC(C)O.CC(C)O

Geometry (Å):
C  0.748  1.113  1.010
C  -0.039  0.004  0.303
C  -0.440  0.452  -1.100
O  0.745  -1.158  0.147
H  0.589  2.056  0.486
H  1.819  0.899  1.026
H  0.477  1.217  2.062
H  -0.969  -0.174  0.845
H  0.449  0.575  -1.722
H  -0.924  1.430  -1.096
H  -1.071  -0.326  -1.534
H  1.390  -0.947  -0.550
C  -4.292  3.433  -4.276
C  -4.849  2.566  -3.132
C  -3.955  1.348  -2.917
O  -4.755  3.301  -1.908
H  -4.650  3.041  -5.226
H  -3.221  3.558  -4.150
H  -4.783  4.401  -4.130
H  -5.863  2.225  -3.354
H  -2.912  1.623  -2.754
H  -3.966  0.722  -3.811
H  -4.309  0.755  -2.072
H  -5.370  4.042  -1.963
C  -6.019  -0.998  0.418
C  -5.127  -1.201  1.647
C  -3.639  -1.387  1.344
O  -5.243  -0.026  2.446
H  -6.437  -1.969  0.128
H  -5.527  -0.614  -0.481
H  -6.858  -0.314  0.543
H  -5.425  -1.996  2.335
H  -3.415  -2.373  0.930
H  -3.132  -1.189  2.285
H  -3.355  -0.687  0.552
H  -4.879  0.700  1.917
C  3.940  3.462  1.353
C  5.309  3.817  0.815
C  6.155  4.743  1.657
O  6.103  2.615  0.663
H  3.377  4.380  1.521
H  4.081  2.899  2.279
H  3.438  2.837  0.617
H  5.205  4.152  -0.219
H  7.023  5.108  1.117
H  6.362  4.350  2.655
H  5.547  5.617  1.928
H  6.243  2.305  1.565
C  -3.240  -2.855  -2.206
C  -3.834  -4.233  -2.318
C  -4.428  -4.718  -0.990
O  -4.860  -4.222  -3.339
H  -3.751  -2.220  -1.480
H  -3.005  -2.319  -3.124
H  -2.238  -2.970  -1.765
H  -3.096  -4.956  -2.666
H  -3.627  -4.626  -0.254
H  -4.706  -5.772  -1.058
H  -5.340  -4.217  -0.664
H  -5.686  -3.997  -2.900
C  -4.335  3.750  2.818
C  -3.980  3.609  1.342
C  -2.511  3.905  0.964
O  -4.329  2.318  0.852
H  -3.778  3.021  3.405
H  -5.402  3.553  2.911
H  -4.125  4.778  3.110
H  -4.607  4.286  0.749
H  -2.167  4.939  0.999
H  -2.322  3.514  -0.037
H  -1.835  3.340  1.615
H  -4.512  2.401  -0.093
C  3.020  -0.783  6.525
C  2.908  0.654  5.979
C  3.193  0.706  4.494
O  1.551  1.085  6.169
H  3.867  -0.831  7.211
H  3.045  -1.530  5.732
H  2.146  -1.061  7.115
H  3.552  1.361  6.505
H  3.074  1.735  4.135
H  2.575  0.076  3.855
H  4.228  0.512  4.192
H  1.563  1.875  6.713
C  3.528  -3.677  0.600
C  2.441  -3.803  1.701
C  2.586  -2.689  2.770
O  1.175  -3.744  1.093
H  3.234  -3.012  -0.208
H  3.539  -4.709  0.232
H  4.542  -3.474  0.943
H  2.400  -4.718  2.298
H  1.874  -2.839  3.583
H  2.243  -1.777  2.271
H  3.604  -2.606  3.145
H  1.022  -2.815  0.839
C  5.098  -0.586  -1.930
C  3.938  0.324  -1.528
C  3.946  1.662  -2.257
O  2.726  -0.378  -1.825
H  5.012  -1.516  -1.367
H  6.077  -0.162  -1.710
H  5.000  -0.820  -2.992
H  3.981  0.520  -0.455
H  4.929  2.090  -2.045
H  3.117  2.338  -2.060
H  3.940  1.439  -3.329
H  2.783  -0.674  -2.750
C  2.504  -3.868  -4.357
C  1.629  -2.616  -4.530
C  0.606  -2.533  -3.423
O  2.466  -1.467  -4.450
H  1.867  -4.751  -4.273
H  3.150  -3.895  -3.478
H  3.179  -3.979  -5.212
H  1.144  -2.641  -5.510
H  -0.179  -3.291  -3.461
H  0.067  -1.589  -3.540
H  1.043  -2.625  -2.428
H  3.203  -1.613  -5.052

Forces on atoms 1 to 3 (eV/Å):
0.104 -0.003 0.324
0.050 1.240 -0.738
0.013 0.155 -0.049

Entry from the Open Molecules 2025 dataset: C30H82N4O28P6 as an isolated structure at a distorted geometry (the ωB97M-V functional and the def2-TZVPD basis).

Summary:
- energy above the lowest of the compared OMol25 structures with the same formula, charge and spin (kJ/mol) = 50.0
- LUMO level (eV) = 0.554
- max |F| (hartree/bohr) = 0.07810

Geometry (Å):
C  15.570  11.901  12.122
O  15.754  13.158  11.455
P  16.496  13.453  10.114
O  15.858  14.581  9.380
O  18.047  13.770  10.403
C  18.611  15.078  10.306
O  16.573  12.008  9.510
C  17.221  11.759  8.285
H  14.675  12.028  12.749
H  16.438  11.748  12.770
H  15.364  11.061  11.439
H  19.754  14.922  10.296
H  18.278  15.730  11.137
H  18.364  15.458  9.314
H  18.244  11.713  8.523
H  16.956  12.620  7.558
H  16.858  10.757  7.963
C  16.418  20.460  15.127
O  17.796  20.601  14.755
P  18.979  19.870  15.599
O  18.819  19.893  17.059
O  20.213  20.721  15.117
C  20.559  21.915  15.901
O  19.285  18.482  15.031
C  19.044  18.037  13.693
H  16.215  20.810  16.122
H  16.120  19.392  15.178
H  15.792  21.000  14.457
H  21.613  21.870  15.885
H  20.163  21.872  16.893
H  20.138  22.790  15.419
H  19.263  16.974  13.749
H  19.681  18.572  13.000
H  18.005  18.211  13.409
C  11.196  20.085  19.302
O  12.113  20.848  18.482
P  13.013  19.980  17.514
O  13.951  20.842  16.735
O  11.901  19.291  16.653
C  11.622  19.596  15.296
O  13.503  18.800  18.420
C  14.483  17.840  17.855
H  10.335  20.724  19.542
H  11.658  19.807  20.255
H  10.766  19.215  18.806
H  11.455  18.643  14.694
H  12.446  20.172  14.836
H  10.717  20.189  15.223
H  15.353  18.011  18.382
H  14.730  18.046  16.815
H  14.142  16.789  17.957
C  18.881  12.693  15.462
O  19.876  11.866  14.795
P  19.538  10.425  14.265
O  18.164  10.175  13.806
O  20.598  10.265  13.082
C  20.545  11.209  11.951
O  20.075  9.458  15.403
C  19.892  8.099  15.145
H  17.953  12.700  14.912
H  19.257  13.728  15.493
H  18.787  12.341  16.542
H  20.442  12.290  12.279
H  19.757  10.920  11.265
H  21.495  11.047  11.461
H  18.941  7.937  14.610
H  19.881  7.417  15.998
H  20.659  7.759  14.481
C  18.742  19.169  24.813
O  19.649  18.401  24.023
P  20.118  19.210  22.761
O  20.152  20.640  23.031
O  19.088  18.496  21.705
C  19.110  19.000  20.323
O  21.512  18.514  22.377
C  22.812  18.841  23.003
H  17.799  19.134  24.287
H  19.083  20.147  24.957
H  18.577  18.599  25.747
H  18.469  18.366  19.644
H  20.110  18.951  19.952
H  18.690  19.983  20.279
H  23.169  19.725  22.516
H  23.383  17.932  22.720
H  22.632  18.904  24.085
C  17.021  16.359  16.408
O  16.432  17.166  15.403
P  15.963  16.254  14.192
O  16.987  15.456  13.532
O  14.751  15.464  14.813
C  14.462  14.264  14.055
O  15.324  17.349  13.259
C  14.171  18.191  13.544
H  17.540  16.939  17.170
H  17.808  15.649  16.006
H  16.320  15.743  16.949
H  14.456  14.444  13.006
H  13.459  13.984  14.352
H  15.164  13.459  14.307
H  13.397  17.548  13.953
H  13.834  18.671  12.641
H  14.324  19.002  14.181
C  13.885  22.155  12.645
O  12.907  21.495  12.695
N  14.265  23.095  13.614
C  13.495  23.496  14.747
C  15.407  24.003  13.362
H  14.661  22.076  11.821
H  14.259  23.559  15.547
H  12.766  22.715  15.069
H  12.928  24.444  14.608
H  16.100  23.564  12.638
H  15.011  24.925  12.963
H  15.876  24.254  14.292
C  15.281  10.911  16.374
O  14.285  11.552  16.136
N  16.030  11.040  17.484
C  15.574  11.777  18.641
C  17.154  10.160  17.668
H  15.716  10.238  15.652
H  16.320  11.805  19.424
H  14.639  11.374  19.077
H  15.427  12.809  18.276
H  18.029  10.796  17.866
H  16.914  9.498  18.515
H  17.405  9.525  16.775
C  17.283  15.293  19.951
O  17.632  14.677  18.945
N  17.947  15.393  21.122
C  17.261  15.789  22.331
C  19.361  15.084  21.299
H  16.333  15.898  19.981
H  16.967  14.897  22.935
H  16.453  16.414  22.081
H  17.984  16.355  22.930
H  19.946  15.980  21.474
H  19.537  14.292  22.057
H  19.802  14.616  20.409
C  13.400  15.393  20.230
O  13.717  16.468  20.710
N  12.391  15.227  19.365
C  12.211  13.838  18.852
C  11.672  16.353  18.891
H  13.822  14.429  20.597
H  12.699  13.070  19.461
H  12.659  13.778  17.863
H  11.184  13.548  18.703
H  11.832  17.114  19.626
H  11.870  16.629  17.863
H  10.626  16.008  18.879

Forces on atoms 1 to 3 (eV/Å):
-0.297 0.028 0.404
-0.279 -0.147 0.044
-0.038 2.263 -0.192

Entry from the Open Molecules 2025 dataset: a 10-piece molecular cluster, C30H84BrF6N7O13S2 overall at a distorted geometry (the ωB97M-V functional and the def2-TZVPD basis).

Summary:
- LUMO level (eV) = -8.161
- max |F| (hartree/bohr) = 0.07485
- total charge = +4

Geometry (Å):
C  -3.483  3.492  -5.735
C  -4.619  2.658  -6.269
C  -5.700  2.585  -5.269
O  -6.232  3.880  -5.105
C  -7.603  4.021  -4.837
N  -5.162  3.426  -7.475
H  -5.847  2.784  -7.848
H  -5.657  4.283  -7.275
H  -4.431  3.638  -8.139
H  -2.780  2.980  -5.077
H  -3.750  4.412  -5.215
H  -2.799  3.923  -6.465
H  -4.216  1.735  -6.687
H  -5.315  2.021  -4.420
H  -6.371  1.831  -5.681
H  -7.836  5.076  -4.983
H  -7.873  3.740  -3.819
H  -8.260  3.395  -5.441
C  9.642  3.603  -2.732
C  10.716  3.021  -3.664
C  11.782  2.072  -3.021
O  12.553  1.312  -4.002
C  13.644  1.980  -4.749
N  10.044  2.194  -4.765
H  10.582  2.091  -5.614
H  9.708  1.261  -4.570
H  9.278  2.733  -5.144
H  10.016  3.859  -1.741
H  8.896  2.883  -2.395
H  9.306  4.544  -3.168
H  11.275  3.867  -4.064
H  11.288  1.387  -2.333
H  12.584  2.604  -2.508
H  14.276  2.345  -3.939
H  13.145  2.791  -5.280
H  14.225  1.329  -5.402
C  2.232  0.652  -0.041
C  1.283  1.548  -0.808
C  -0.082  1.616  -0.264
O  -0.947  2.346  -1.107
C  -2.282  2.703  -0.575
N  1.828  2.992  -1.099
H  1.143  3.543  -1.596
H  2.205  3.419  -0.265
H  2.602  2.905  -1.741
H  2.650  1.131  0.845
H  3.122  0.288  -0.555
H  1.751  -0.231  0.378
H  1.219  1.195  -1.837
H  0.079  2.066  0.716
H  -0.462  0.597  -0.198
H  -2.208  3.367  0.286
H  -2.805  1.823  -0.200
H  -2.924  3.250  -1.265
C  0.620  -7.850  -1.278
C  1.951  -7.393  -1.883
C  2.095  -7.612  -3.390
O  3.445  -7.412  -3.846
C  3.637  -7.989  -5.175
N  2.183  -5.916  -1.485
H  2.313  -6.010  -0.488
H  3.054  -5.600  -1.886
H  1.473  -5.242  -1.734
H  0.569  -8.931  -1.144
H  -0.213  -7.677  -1.960
H  0.491  -7.410  -0.289
H  2.746  -7.920  -1.356
H  1.510  -6.891  -3.961
H  1.715  -8.569  -3.748
H  3.662  -9.078  -5.125
H  4.654  -7.708  -5.451
H  3.004  -7.592  -5.969
C  -6.667  5.087  7.601
C  -7.754  4.087  7.047
C  -7.269  3.201  5.885
O  -8.348  2.497  5.271
C  -7.969  1.495  4.377
N  -8.213  3.168  8.116
H  -8.838  3.723  8.683
H  -8.702  2.481  7.561
H  -7.506  2.820  8.747
H  -7.095  5.777  8.328
H  -6.123  5.662  6.852
H  -5.925  4.516  8.159
H  -8.624  4.652  6.711
H  -6.479  2.516  6.190
H  -6.827  3.852  5.130
H  -7.499  1.943  3.501
H  -8.824  0.927  4.009
H  -7.294  0.806  4.883
C  1.181  2.138  6.141
C  0.489  1.298  7.209
C  -1.014  1.118  6.953
O  -1.166  0.006  6.065
C  -2.229  -0.904  6.321
N  1.221  0.030  7.444
H  2.199  0.278  7.389
H  1.077  -0.249  8.404
H  0.860  -0.711  6.860
H  1.214  1.630  5.177
H  2.193  2.411  6.442
H  0.550  3.024  6.071
H  0.777  1.756  8.156
H  -1.538  1.998  6.581
H  -1.557  1.000  7.890
H  -2.196  -1.598  5.481
H  -3.166  -0.352  6.239
H  -2.257  -1.522  7.218
C  -8.389  -5.716  2.786
C  -7.139  -6.288  3.479
C  -5.701  -5.969  2.844
O  -5.609  -4.605  2.612
C  -4.653  -4.272  1.640
N  -7.296  -5.897  5.005
H  -6.664  -6.450  5.566
H  -7.255  -4.907  5.197
H  -8.189  -6.203  5.363
H  -8.387  -5.843  1.704
H  -8.541  -4.648  2.940
H  -9.335  -6.151  3.109
H  -7.267  -7.354  3.668
H  -5.758  -6.570  1.937
H  -4.921  -6.354  3.501
H  -4.940  -4.665  0.665
H  -3.651  -4.578  1.941
H  -4.551  -3.188  1.685
C  8.665  -2.448  -0.005
F  9.928  -2.213  0.128
F  8.274  -3.333  0.987
F  7.960  -1.351  0.228
S  8.188  -3.144  -1.736
O  6.936  -3.932  -1.602
O  7.951  -1.934  -2.598
O  9.285  -3.977  -2.186
C  3.624  5.627  -7.157
F  3.828  5.950  -8.454
F  4.184  6.623  -6.391
F  2.307  5.510  -6.945
S  4.450  3.896  -6.801
O  4.564  3.788  -5.294
O  3.446  2.892  -7.357
O  5.675  3.899  -7.565
Br  5.955  5.074  2.339

Forces on atoms 1 to 3 (eV/Å):
1.760 1.194 0.308
2.144 2.396 -0.456
-1.146 -1.484 -0.387